No. 1
Density functional theory data (ωB97M-V with the def2-TZVPD basis set) for the molecule C5H7NO in a non-equilibrium geometry.

Summary:
Relative energy (zero: lowest compared OMol25 entry of this formula, charge and spin), kcal/mol: 18.98
Total energy, eV: -8835.380
F_max, eV Å⁻¹: 1.66
SMILES: CCC(=O)CC#N

Geometry (Å):
C 1.22861 1.01187 -0.20742
C 0.31022 0.63238 0.97608
C -0.81381 -0.37307 0.79536
O -1.85027 -0.33219 1.39935
C -0.61641 -1.40553 -0.33382
C -1.05952 -0.64880 -1.49952
N -1.55362 0.12853 -2.20540
H 1.71499 0.14751 -0.68354
H 2.03332 1.64891 0.18172
H 0.70695 1.58050 -0.98902
H 0.91983 0.15229 1.75768
H -0.15670 1.53072 1.40084
H -1.28017 -2.25958 -0.18868
H 0.41437 -1.76151 -0.42409



No. 2
Density functional theory data (ωB97M-V with the def2-TZVPD basis set) for the molecule C5H7NO.

Summary:
Relative energy (zero: lowest compared OMol25 entry of this formula, charge and spin), kcal/mol: 40.59
Total energy, eV: -8834.443
F_max, eV Å⁻¹: 0.90
SMILES: C#CCCNC=O

Geometry (Å):
C 2.28034 1.23402 -0.25437
C 1.68936 0.18771 -0.32438
C 0.77523 -0.93404 -0.39660
C -0.27587 -0.84057 0.71878
N -1.01779 0.39719 0.63509
C -1.89720 0.59590 -0.36985
O -2.28065 -0.29548 -1.09965
H 2.90078 2.07860 -0.12525
H 1.30438 -1.89442 -0.35761
H 0.21782 -0.84656 -1.35440
H -0.97321 -1.67100 0.59586
H 0.15536 -0.88611 1.72086
H -0.63146 1.23228 1.03095
H -2.24709 1.64251 -0.41943



No. 3
Density functional theory data (ωB97M-V with the def2-TZVPD basis set) for the molecule C5H7NO in a non-equilibrium geometry.

Summary:
Relative energy (zero: lowest compared OMol25 entry of this formula, charge and spin), kcal/mol: 41.76
Total energy, eV: -8834.392
F_max, eV Å⁻¹: 2.88
SMILES: C=C(C=O)/N=C/C

Geometry (Å):
C -2.08881 1.13700 -0.24069
C -0.80246 0.81903 -0.40900
C 0.28165 1.90698 -0.27315
O 1.48176 1.77934 -0.46269
N -0.31987 -0.44737 -0.53248
C 0.55250 -0.82511 0.35417
C 1.26113 -2.13429 0.19444
H -2.84460 0.35762 -0.23911
H -2.41891 2.15903 -0.09421
H -0.16292 2.89339 -0.07422
H 0.73839 -0.27945 1.29646
H 2.31166 -2.00284 0.46703
H 1.20136 -2.48329 -0.83917
H 0.80911 -2.88004 0.85263



No. 4
Density functional theory data (ωB97M-V with the def2-TZVPD basis set) for the molecule C5H7NO in a non-equilibrium geometry.

Summary:
Relative energy (zero: lowest compared OMol25 entry of this formula, charge and spin), kcal/mol: 48.47
Total energy, eV: -8834.101
F_max, eV Å⁻¹: 1.12
SMILES: CO[C@H]1C[C@H]1C#N

Geometry (Å):
C 0.63320 1.55475 0.87915
O 0.37744 1.20899 -0.46740
C 0.46648 -0.10573 -0.88443
C 0.46011 -1.31876 -0.01534
C -0.78595 -0.96967 -0.81060
C -1.88340 -0.36316 -0.09613
N -2.73849 0.16534 0.47853
H 0.14623 2.52107 1.03430
H 0.20245 0.84357 1.59373
H 1.71134 1.65575 1.06136
H 1.03879 -0.18857 -1.80559
H 0.41173 -1.24732 1.06653
H 1.03294 -2.16768 -0.37760
H -1.07288 -1.58857 -1.65650



No. 5
Density functional theory data (ωB97M-V with the def2-TZVPD basis set) for the molecule C5H7NO.

Summary:
Relative energy (zero: lowest compared OMol25 entry of this formula, charge and spin), kcal/mol: 81.63
Total energy, eV: -8832.663
F_max, eV Å⁻¹: 0.37
SMILES: C1[C@@H]2O[C@@H]3CN1[C@H]23

Geometry (Å):
C 1.17290 -0.14471 0.77893
C 0.77037 1.07834 -0.05199
O -0.55490 1.47777 0.34620
C -1.13727 0.38795 -0.39563
C -0.96997 -1.01948 0.22567
N 0.46433 -1.07220 -0.16699
C 0.20936 0.10141 -1.09109
H 2.23585 -0.37697 0.86529
H 0.71985 -0.10983 1.77555
H 1.45724 1.91198 -0.21995
H -2.09464 0.67056 -0.83886
H -1.12975 -1.20792 1.29217
H -1.54950 -1.74483 -0.35718
H 0.40612 0.04793 -2.16212



No. 6
Density functional theory data (ωB97M-V with the def2-TZVPD basis set) for the molecule C5H7NO in a non-equilibrium geometry.

Summary:
Relative energy (zero: lowest compared OMol25 entry of this formula, charge and spin), kcal/mol: 42.37
Total energy, eV: -8834.366
F_max, eV Å⁻¹: 3.17
SMILES: C=NC(=C)C(C)=O

Geometry (Å):
C -2.10080 -0.33840 -0.03537
N -0.99825 -1.00602 0.05460
C 0.06210 -0.40874 -0.57906
C 0.52045 -0.84123 -1.76079
C 0.82543 0.70434 0.08937
C 1.01032 0.61628 1.58150
O 1.26646 1.65318 -0.55803
H -2.19970 0.62476 -0.56949
H -3.01441 -0.73319 0.43768
H 1.38186 -0.38387 -2.23740
H 0.04450 -1.67221 -2.26856
H 2.03243 0.91791 1.82874
H 0.29584 1.27565 2.07938
H 0.87378 -0.40846 1.93742



No. 7
Density functional theory data (ωB97M-V with the def2-TZVPD basis set) for the molecule C5H7NO in a non-equilibrium geometry.

Summary:
Relative energy (zero: lowest compared OMol25 entry of this formula, charge and spin), kcal/mol: 11.97
Total energy, eV: -8835.684
F_max, eV Å⁻¹: 1.07
SMILES: C[C@H]1CC=NC1=O

Geometry (Å):
C -1.69646 -0.01814 0.31511
C -0.38504 0.17239 -0.44354
C 0.72632 0.88999 0.32042
C 1.91168 0.00720 0.09368
N 1.68265 -1.15405 -0.37545
C 0.29482 -1.16918 -0.77305
O -0.23663 -2.11148 -1.29328
H -2.21430 0.93573 0.46528
H -1.51214 -0.46045 1.30032
H -2.35601 -0.69016 -0.24071
H -0.60100 0.65933 -1.40650
H 0.85031 1.96085 0.11704
H 0.66544 0.68649 1.39011
H 2.87035 0.29148 0.53058



No. 8
Density functional theory data (ωB97M-V with the def2-TZVPD basis set) for the molecule C5H7NO.

Summary:
Relative energy (zero: lowest compared OMol25 entry of this formula, charge and spin), kcal/mol: 114.44
Total energy, eV: -8831.240
F_max, eV Å⁻¹: 0.47

Geometry (Å):
C 0.25348 -2.02643 -1.16273
N 0.31287 -0.67689 -0.63625
C 1.40869 2.43558 -0.25302
C 0.40145 1.87446 0.42498
C -0.39840 0.95142 0.96553
C -0.40848 -0.39225 0.36434
O -1.23769 -1.30804 0.94865
H -0.77504 -2.39454 -1.27349
H 0.78324 -2.73132 -0.50803
H 0.74120 -2.04575 -2.14149
H 1.09919 3.06749 -1.09701
H 0.58138 2.94841 0.88767
H -1.02987 1.19268 1.81361
H -1.73203 -0.89480 1.66724



Q: Number 5 is which compound?
A: C5H7NO



Q: What is the total energy in the second record?
A: -8834.443 eV



Q: Which formula does entry 6 have?
A: C5H7NO